No. 1
Formula: C9H15ClO2Si
Source: OMol25
Level of theory: wB97M-V/def2-TZVPD

Each atom is followed by the atoms it is bonded to, with distances in Å.
Element x y z (Å)
1 O 1.639 -2.749 1.048  C8 1.338, C27 1.336
2 H 0.289 2.466 -1.209  C13 1.064
3 H -2.754 0.941 -1.615  C18 1.119
4 H 2.504 -0.887 -1.523  C22 1.096
5 H -1.002 3.334 -0.459  C13 1.029
6 O 0.758 4.169 -0.205  C13 1.429, H17 0.952
7 C -1.233 1.340 1.192  Si10 1.893, H19 1.095, H23 1.099, C24 1.495
8 C 2.684 -3.434 0.571  O1 1.338, H20 1.064, C21 1.380
9 Cl -3.992 -1.772 0.508  C11 1.751
10 Si -1.450 -0.159 0.057  C7 1.893, C11 1.990, C18 1.836
11 C -2.254 -1.865 0.694  Cl9 1.751, Si10 1.990, H16 1.053, H28 1.014
12 H 0.815 1.367 0.759  C24 1.032
13 C -0.038 2.992 -0.345  H2 1.064, H5 1.029, O6 1.429, C24 1.535
14 H -1.074 0.980 -1.913  C18 1.027
15 H -2.027 -0.530 -2.269  C18 1.057
16 H -1.912 -2.101 1.661  C11 1.053
17 H 1.667 3.974 0.003  O6 0.952
18 C -1.825 0.320 -1.675  H3 1.119, Si10 1.836, H14 1.027, H15 1.057
19 H -0.973 1.012 2.204  C7 1.095
20 H 2.888 -4.307 1.143  C8 1.064
21 C 3.201 -2.863 -0.574  C8 1.380, C22 1.461, H26 1.069
22 C 2.366 -1.683 -0.783  H4 1.096, C21 1.461, C27 1.424
23 H -2.019 2.092 1.032  C7 1.099
24 C 0.044 2.045 0.861  C7 1.495, H12 1.032, C13 1.535, H25 1.144
25 H 0.178 2.886 1.623  C24 1.144
26 H 3.930 -3.332 -1.200  C21 1.069
27 C 1.461 -1.646 0.316  O1 1.336, C22 1.424
28 H -1.869 -2.590 0.098  C11 1.014

Properties
- 2S+1 = 1
- HOMO-LUMO gap (alpha / beta) (eV) = 6.87 / 6.86
- E_HOMO (alpha / beta) (eV) = -7.5905 / -7.5890
- E_LUMO (alpha / beta) (Ha) = -0.0267 / -0.0267


No. 2
Formula: C4H12
Source: OMol25
Level of theory: wB97M-V/def2-TZVPD

Each atom is followed by the atoms it is bonded to, with distances in Å.
Element x y z (Å)
1 H -0.761 0.990 0.737  C8 1.093
2 H 2.119 -0.458 -1.633  C14 1.090
3 H 2.042 -1.122 1.289  C11 1.089
4 H -2.295 0.070 -0.979  C6 1.091
5 H 3.328 -0.160 -0.333  C14 1.093
6 C -2.469 0.982 -0.406  H4 1.091, H7 1.100, C8 1.514, H15 1.094
7 H -2.063 1.701 -1.133  C6 1.100
8 C -1.815 1.200 0.941  H1 1.093, C6 1.514, H10 1.088, H16 1.083
9 H 1.427 -2.412 0.221  C11 1.089
10 H -2.182 0.540 1.724  C8 1.088
11 C 1.605 -1.342 0.317  H3 1.089, H9 1.089, H13 1.086, C14 1.535
12 H 3.277 -1.638 -1.125  C14 1.090
13 H 0.633 -0.859 0.269  C11 1.086
14 C 2.604 -0.867 -0.747  H2 1.090, H5 1.093, C11 1.535, H12 1.090
15 H -3.548 1.156 -0.445  C6 1.094
16 H -1.901 2.219 1.300  C8 1.083

Properties
- 2S+1 = 1
- structure (SMILES) = CC.CC
- HOMO-LUMO gap (eV) = 12.77
- E_HOMO (eV) = -11.6754
- E_LUMO (Ha) = 0.0402


No. 3
Formula: CH3PS
Source: OMol25
Level of theory: wB97M-V/def2-TZVPD

Each atom is followed by the atoms it is bonded to, with distances in Å.
Element x y z (Å)
1 C 0.475 -0.364 -0.532  S2 1.630, P5 1.821, H6 1.173
2 S 0.337 -1.898 -0.001  C1 1.630
3 H -0.717 0.033 1.331  P5 1.327
4 H -1.081 1.433 0.092  P5 1.358
5 P 0.028 0.918 0.682  C1 1.821, H3 1.327, H4 1.358
6 H 0.958 -0.121 -1.573  C1 1.173

Properties
- 2S+1 = 1
- structure (SMILES) = PC=S
- HOMO-LUMO gap (eV) = 8.04
- E_HOMO (eV) = -8.6597
- E_LUMO (Ha) = -0.0226


No. 4
Formula: CH5BrN
Source: OMol25
Level of theory: wB97M-V/def2-TZVPD

Each atom is followed by the atoms it is bonded to, with distances in Å.
Element x y z (Å)
1 H 0.443 1.034 -0.912  N6 1.024
2 H 0.193 1.178 0.756  N6 1.024
3 H 2.045 0.392 0.286  no bonds
4 C -0.374 -0.652 -0.017  H5 1.091, N6 1.441, H7 1.091, Br8 2.001
5 H -0.200 -1.268 -0.900  C4 1.091
6 N 0.429 0.544 -0.013  H1 1.024, H2 1.024, C4 1.441
7 H -0.273 -1.233 0.901  C4 1.091
8 Br -2.262 0.005 -0.101  C4 2.001

Properties
- 2S+1 = 1
- HOMO-LUMO gap (eV) = 8.19
- net charge = +1
- E_HOMO (eV) = -15.3088
- E_LUMO (Ha) = -0.2616


ΔE to the lowest compared entry with this formula, charge and spin values (in kJ/mol) by entry order: 0.0 32.2 114.2 220.9.